No. 1
DFT (the ωB97M-V functional and the def2-TZVPD basis) results for a molecular structure, C37H29ClMoN2O4S2Se.

Results
Expectation value of S²   2.037
Multiplicity   3
Lowest unoccupied orbital energy (alpha / beta)   -0.9368 / -1.0734 eV
Relative energy (zero: lowest compared OMol25 entry of this formula, charge and spin)   0.0 kJ/mol
Orbital gap (alpha / beta)   0.24039 / 0.24904 Ha
E_tot   -5564.05923 Ha

XYZ file:
```
77
C37H29ClMoN2O4S2Se, DFT the ωB97M-V functional and the def2-TZVPD basis
Mo 0.4534 0.5360 0.1989
O 4.5153 -1.5902 0.7624
C 4.3250 -1.9562 2.0429
C 5.3789 -2.6405 2.6549
C 5.2823 -3.0498 3.9664
C 4.1309 -2.7885 4.7077
C 3.0877 -2.1179 4.1073
C 3.1565 -1.6945 2.7754
C 2.0024 -0.9824 2.1842
O 2.1235 -0.5178 0.9808
N 0.9212 -0.8514 2.8941
N -0.0508 -0.1215 2.1979
C -1.0866 0.1130 2.9305
S -2.5173 0.9703 2.3936
C -3.0739 1.3274 4.0753
C -2.7963 0.1032 4.9206
S -1.0951 -0.4250 4.5958
H 3.7220 -1.1086 0.4597
H 6.2661 -2.8309 2.0658
H 6.1124 -3.5757 4.4217
H 4.0557 -3.1041 5.7393
H 2.1818 -1.9031 4.6578
H -4.1377 1.5577 4.0183
H -2.5380 2.1990 4.4512
H -3.4830 -0.7072 4.6769
H -2.8730 0.3256 5.9847
Cl -5.0908 2.7276 -4.2917
C -3.9957 2.1355 -3.0830
C -4.5053 1.5165 -1.9356
C -3.6658 1.0441 -0.9558
C -2.2713 1.1751 -1.0876
O -1.4981 0.7407 -0.1256
C -1.7704 1.7821 -2.2572
C -0.3580 1.9077 -2.4809
O 0.5325 1.5098 -1.7296
C -2.6430 2.2649 -3.2478
H -5.5771 1.4118 -1.8285
H -4.0566 0.5637 -0.0695
H -0.0460 2.4109 -3.4042
H -2.2411 2.7324 -4.1381
Se 2.0782 2.4385 0.7935
C 0.5253 3.3418 1.4725
C -0.4550 3.8515 0.6217
C -1.5573 4.5239 1.1328
C -1.6722 4.7307 2.4995
C -0.6904 4.2431 3.3533
C 0.3867 3.5324 2.8491
H -0.3352 3.7449 -0.4484
H -2.3116 4.9087 0.4575
H -2.5157 5.2803 2.8979
H -0.7633 4.4171 4.4204
H 1.1419 3.1338 3.5156
C -1.1674 -5.5485 -3.2154
C -1.2157 -5.5356 -1.8279
C -0.9940 -4.3555 -1.1341
C -0.7123 -3.1747 -1.8172
C -0.6756 -3.1944 -3.2082
C -0.8996 -4.3739 -3.9033
C -0.4787 -1.9096 -1.0696
C 0.6500 -1.1919 -1.0122
C 1.9486 -1.5618 -1.6274
C 2.8516 -0.5738 -2.0321
C 4.0848 -0.9053 -2.5737
C 4.4514 -2.2343 -2.7149
C 3.5774 -3.2265 -2.2976
C 2.3450 -2.8965 -1.7574
H -1.3386 -6.4698 -3.7569
H -1.4234 -6.4481 -1.2833
H -1.0215 -4.3474 -0.0506
H -0.4534 -2.2789 -3.7434
H -0.8617 -4.3750 -4.9854
H -1.3523 -1.5505 -0.5302
H 2.5986 0.4710 -1.9227
H 4.7641 -0.1170 -2.8727
H 5.4175 -2.4952 -3.1273
H 3.8590 -4.2688 -2.3766
H 1.6964 -3.6890 -1.4134
```

No. 2
DFT (the ωB97M-V functional and the def2-TZVPD basis) results for a molecular structure, C16H24BFeN6S3.

Results
Expectation value of S²   0.876
Multiplicity   2
Lowest unoccupied orbital energy (alpha / beta)   -7.4994 / -7.0304 eV
Relative energy (zero: lowest compared OMol25 entry of this formula, charge and spin)   0.0 kJ/mol
Orbital gap (alpha / beta)   0.25416 / 0.27075 Ha
Charge   +2
E_tot   -3435.33824 Ha

XYZ file:
```
51
C16H24BFeN6S3, DFT the ωB97M-V functional and the def2-TZVPD basis
Fe -0.2863 0.7050 0.5079
C 0.1159 3.2449 2.7916
C -0.8494 2.3240 2.1153
C -1.0649 1.0213 2.5851
C -1.9677 0.1517 1.9468
C -2.6453 0.5669 0.8152
C -2.4388 1.8626 0.3155
C -1.5699 2.7272 0.9739
H -0.1959 4.2820 2.6782
H 1.1112 3.1457 2.3531
H 0.1918 3.0204 3.8537
H -0.5302 0.6766 3.4603
H -2.1116 -0.8489 2.3336
H -3.3262 -0.1088 0.3177
H -2.9647 2.1895 -0.5707
H -1.4182 3.7298 0.5932
C 4.2866 0.5938 0.1237
N 3.5355 -0.6412 -0.0943
C 3.9328 -1.6713 -0.9090
C 3.0181 -2.6622 -0.7563
N 2.0770 -2.2358 0.1436
B 1.0004 -3.1910 0.7617
N -0.4900 -2.8874 0.2391
C -1.4539 -3.8105 0.5646
C -2.5760 -3.5297 -0.1442
N -2.3003 -2.4106 -0.8917
C -3.2062 -1.8302 -1.8749
C -1.0250 -2.0388 -0.6350
S -0.2409 -0.5988 -1.2560
C 2.3989 -0.9991 0.5252
S 1.4743 -0.0497 1.6442
H 5.0987 0.6196 -0.5962
H 4.6915 0.6059 1.1331
H 3.6395 1.4515 -0.0281
H 4.8320 -1.6251 -1.4966
H 2.9788 -3.6428 -1.1941
H 1.2674 -4.2838 0.3567
H 0.9804 -3.0960 1.9546
H -1.2461 -4.6138 1.2496
H -3.5283 -4.0280 -0.1972
H -4.2285 -1.9781 -1.5356
H -3.0727 -2.3115 -2.8419
H -2.9973 -0.7678 -1.9700
N -0.6417 2.0363 -2.7622
C 0.2598 2.6999 -2.0601
N 0.6234 3.9160 -2.4525
S 1.0764 2.0882 -0.6493
H -1.0135 2.4108 -3.6226
H -0.8677 1.0770 -2.5208
H 0.3324 4.3017 -3.3386
H 1.3344 4.4121 -1.9392
```

No. 3
DFT (the ωB97M-V functional and the def2-TZVPD basis) results for a molecular structure, C18H40OP2PbSi.

Results
Lowest unoccupied orbital energy   -1.2341 eV
Relative energy (zero: lowest compared OMol25 entry of this formula, charge and spin)   0.0 kJ/mol
Orbital gap   0.23890 Ha
E_tot   -1949.91083 Ha

XYZ file:
```
63
C18H40OP2PbSi, DFT the ωB97M-V functional and the def2-TZVPD basis
P 1.5526 -1.5475 -0.0867
P 1.6071 2.9997 0.9558
C 1.6991 0.3380 -0.4261
C 2.1675 1.1905 0.7458
H 0.6612 0.6571 -0.5902
H 2.2762 0.5629 -1.3081
H 2.0661 0.6868 1.7307
H 3.2464 1.4094 0.6231
C -0.2260 2.8765 0.8419
H -0.6586 2.6675 1.8131
H -0.4728 2.0965 0.1103
H -0.6208 3.8257 0.4837
C 1.8725 3.9943 -0.5882
H 1.1275 3.7447 -1.3475
H 2.8812 3.8895 -1.0179
H 1.7471 5.0618 -0.3307
C 0.3023 -2.7899 -0.8866
H -0.0106 -3.5340 -0.1493
H 0.8372 -3.3480 -1.6492
H -0.6426 -2.4441 -1.3489
C 3.0768 -2.3068 -0.6421
H 3.3071 -1.9772 -1.6646
H 2.9574 -3.3927 -0.5912
H 3.8538 -1.9998 0.0577
Pb -1.5868 -0.7702 0.0848
C -0.6684 0.9484 -2.5807
C -1.9814 0.6519 -2.3533
C -2.9547 0.2046 -3.4138
C -2.2999 -0.8177 -4.3522
C -1.5034 -1.8545 -3.6120
C -0.1675 -1.9378 -3.6185
C 0.8589 -0.8512 -3.6470
C 0.2731 0.5827 -3.6949
C -0.7814 -2.3988 1.6304
H -0.2841 1.8201 -2.0362
H -2.4764 1.1127 -1.4735
H -3.2733 1.0371 -4.0769
H -3.8704 -0.2160 -2.9522
H -3.0896 -1.3484 -4.9100
H -1.6487 -0.2744 -5.0489
H -2.1073 -2.6558 -3.1541
H 0.2569 -2.9596 -3.6199
H 1.5179 -0.9748 -4.5228
H 1.5189 -0.9456 -2.7671
H 1.1650 1.2161 -3.5612
H -0.0597 0.7905 -4.7256
H 0.3079 -2.3350 1.6819
H -0.9870 -3.4366 1.4956
H -1.2079 -1.9943 2.5699
C 0.9173 -0.0442 4.3882
Si -0.9667 0.2473 4.0838
C -1.8132 -0.8201 5.4651
C -1.0669 1.9042 5.0107
O -1.4231 0.1508 2.5371
H 1.2394 0.0253 5.4369
H 1.4818 0.7329 3.8631
H 1.2392 -1.0329 4.0437
H -1.4443 -0.5443 6.4613
H -2.8980 -0.6721 5.5316
H -1.6176 -1.8974 5.3847
H -0.2385 2.5683 4.7475
H -2.0131 2.4391 4.8920
H -0.9546 1.6890 6.0778
```

No. 4
DFT (the ωB97M-V functional and the def2-TZVPD basis) results for 14 unconnected molecules or ions with the total composition H27O14.

Results
Lowest unoccupied orbital energy   2.6544 eV
Relative energy (zero: lowest compared OMol25 entry of this formula, charge and spin)   358.6 kJ/mol
Orbital gap   0.35981 Ha
Charge   -1
E_tot   -1069.55046 Ha

XYZ file:
```
41
H27O14, DFT the ωB97M-V functional and the def2-TZVPD basis
O -0.9245 0.5677 0.0459
H 0.6316 -0.2792 0.3431
O 4.2565 0.1870 -0.6306
H -0.9140 1.1884 -0.6620
H -3.1417 0.2983 0.1451
O 2.3848 3.0424 1.1864
H -3.8893 -0.4010 1.3648
H -3.8851 -1.8851 0.0331
O -3.5800 -2.5472 -0.6850
H -0.2189 1.3387 -2.5020
H -2.7268 -2.2159 -0.8517
O -1.1770 1.4971 -2.6338
H -1.5615 -1.8033 -1.9061
H 4.9010 -0.3128 -1.1270
O -0.9903 -1.9295 -0.0754
H 1.5750 -0.8121 1.5930
H 3.1009 -2.0509 1.1940
O -1.8280 -1.0374 -2.5772
H 1.1502 -2.9508 -2.8668
H -1.4728 -1.7860 0.7897
O -3.9899 0.0576 0.5693
H 1.6787 3.5172 1.4847
H -2.8782 2.2408 2.7906
O 1.8703 -2.6499 -2.2301
H 1.3371 -2.0811 -1.6642
H 1.9970 2.0904 1.0068
O -0.5338 2.7027 1.3735
H -0.7457 3.3550 0.6617
H -0.5551 1.8619 1.0475
O 3.3171 -2.9838 0.9936
H -2.6957 -1.1365 -2.9829
H -3.4395 2.6285 1.6103
O 1.5543 -0.4568 0.6258
H 3.7467 0.9839 0.8320
H 2.7709 -3.4092 0.2607
O -3.5220 2.8733 2.5931
H -1.3988 0.6499 -2.5344
H -0.9247 -0.7404 -0.2402
O 3.7646 1.0206 1.8487
H 3.5424 -0.4554 -0.4934
H 3.4140 1.8230 2.2691
```

No. 5
DFT (the ωB97M-V functional and the def2-TZVPD basis) results for a molecular structure, C3H11BrLaO2Si2.

Results
Lowest unoccupied orbital energy   -15.7203 eV
Relative energy (zero: lowest compared OMol25 entry of this formula, charge and spin)   0.0 kJ/mol
Orbital gap   0.07314 Ha
Charge   +3
E_tot   -3454.76029 Ha

XYZ file:
```
20
C3H11BrLaO2Si2, DFT the ωB97M-V functional and the def2-TZVPD basis
C 2.2177 0.9113 -0.2674
C 1.9879 -0.4856 0.3272
O 0.7896 -0.6340 0.9455
Si -0.6431 -0.2671 0.1025
C -1.0031 -1.4311 -1.2685
O -1.7785 -0.2316 1.2651
Si -3.2911 0.3824 0.9379
Br -3.0990 2.4793 0.1572
H 3.3514 1.0486 -0.1634
H 1.7477 1.7170 0.2953
H 2.0477 1.0041 -1.3260
H 2.2198 -1.2539 -0.4018
H 2.7702 -0.6234 1.1378
H -0.5228 1.1243 -0.4402
H -0.2782 -1.3758 -2.0672
H -1.9487 -1.1659 -1.7178
H -1.0839 -2.4543 -0.9362
H -4.0448 0.4488 2.1950
H -3.9799 -0.4365 -0.0660
La 4.7967 1.4130 1.0147
```

No. 6
DFT (the ωB97M-V functional and the def2-TZVPD basis) results for C5H13N3 in the gas phase.

Results
SMILES   CN[C@@]1(C)[C@@H](C)N1N
Lowest unoccupied orbital energy   1.1597 eV
Relative energy (zero: lowest compared OMol25 entry of this formula, charge and spin)   217.7 kJ/mol
Orbital gap   0.33422 Ha
E_tot   -362.49937 Ha

XYZ file:
```
21
C5H13N3, DFT the ωB97M-V functional and the def2-TZVPD basis
C -0.1432 1.7856 1.5596
N -0.9384 0.6823 1.0458
C -0.4566 0.1349 -0.2351
C -0.9507 0.8688 -1.4630
C 0.8216 -0.6908 -0.3538
C 1.8286 -0.8109 0.7365
N -0.4629 -1.3452 -0.1743
N -0.8344 -1.9235 -1.4243
H 0.0789 2.5276 0.7865
H 0.7999 1.4386 1.9900
H -0.6992 2.2949 2.3526
H -0.9786 -0.0735 1.7277
H -0.7817 1.9462 -1.3625
H -2.0273 0.7125 -1.5960
H -0.4402 0.5524 -2.3789
H 1.3017 -0.7276 -1.3264
H 2.4433 0.0932 0.7853
H 2.4952 -1.6563 0.5359
H 1.3736 -0.9752 1.7188
H -1.8541 -1.9225 -1.4996
H -0.5754 -2.9117 -1.4250
```

No. 7
DFT (the ωB97M-V functional and the def2-TZVPD basis) results for 3 unconnected molecules or ions with the total composition C3H10O3.

Results
SMILES   C=C(C)O.O.O
Lowest unoccupied orbital energy   0.5474 eV
Relative energy (zero: lowest compared OMol25 entry of this formula, charge and spin)   87.0 kJ/mol
Orbital gap   0.35379 Ha
E_tot   -345.98134 Ha

XYZ file:
```
16
C3H10O3, DFT the ωB97M-V functional and the def2-TZVPD basis
C 0.0488 -0.9444 2.0809
C 0.3026 -0.4250 0.8964
C 0.0403 1.0083 0.4900
O 0.7643 -1.2356 -0.1318
H -0.2949 -0.3568 2.9286
H 0.0791 -2.0111 2.2726
H -0.9718 1.0614 0.1184
H 0.2252 1.6192 1.3724
H 0.7447 1.2582 -0.3040
H 0.1652 -1.1440 -0.8820
O 0.7562 5.0593 -5.2438
H 0.2379 4.3678 -4.8164
H 1.6296 4.9092 -4.8558
O -1.1114 -4.1274 2.3027
H -0.8814 -4.1788 1.3663
H -1.7345 -4.8602 2.4056
```

No. 8
DFT (the ωB97M-V functional and the def2-TZVPD basis) results for 2 unconnected molecules or ions with the total composition C8H11Cl2NSi.

Results
Lowest unoccupied orbital energy   -2.5965 eV
Relative energy (zero: lowest compared OMol25 entry of this formula, charge and spin)   541.6 kJ/mol
Orbital gap   0.14866 Ha
E_tot   -1575.95129 Ha

XYZ file:
```
23
C8H11Cl2NSi, DFT the ωB97M-V functional and the def2-TZVPD basis
C 0.0913 2.6683 -1.0840
C -0.3805 1.8335 -2.1404
C -0.0323 2.1756 0.2557
C -1.1795 0.7134 -1.8543
C -0.8369 1.1270 0.5103
C -1.4100 0.3777 -0.5131
C 2.5593 -1.5982 0.7186
C 1.4654 -1.5209 1.7792
N 0.4745 -2.5426 1.5453
Si -2.8040 -0.9709 -0.3009
Cl -4.1499 -0.6000 1.1952
Cl -3.7100 -1.4192 -2.0886
H 0.8837 3.3687 -1.2745
H -0.0428 2.0963 -3.1257
H 0.5029 2.7540 1.0397
H -1.5845 0.1347 -2.6714
H -1.0119 0.7965 1.5330
H 3.1146 -2.5034 0.9945
H 1.9561 -1.7166 -0.2375
H 3.0914 -0.6908 0.7285
H 1.9142 -1.5268 2.6684
H 0.9411 -0.5773 1.6980
H 0.1480 -2.3788 0.6239
```

No. 9
DFT (the ωB97M-V functional and the def2-TZVPD basis) results for 2 unconnected molecules or ions with the total composition C4H7N3O.

Results
SMILES   C=NC(C)=O.N=C=N
Lowest unoccupied orbital energy   0.6325 eV
Relative energy (zero: lowest compared OMol25 entry of this formula, charge and spin)   178.5 kJ/mol
Orbital gap   0.38400 Ha
E_tot   -396.08042 Ha

XYZ file:
```
15
C4H7N3O, DFT the ωB97M-V functional and the def2-TZVPD basis
C -1.1499 2.3119 0.1458
N -0.6022 1.1930 0.2096
C -1.0902 -0.0884 0.2708
C -0.9640 -0.8080 -1.0513
O -1.4260 -0.6089 1.3050
H -2.2282 2.4634 0.0931
H -0.5241 3.1961 0.1308
H 0.0767 -1.0985 -1.1880
H -1.5774 -1.7039 -1.0270
H -1.2582 -0.1646 -1.8766
N 2.2829 0.2696 0.5505
C 2.1947 -0.9303 0.5610
N 2.2948 -2.1047 0.3051
H 1.5336 0.9316 0.6251
H 2.4376 -2.8582 0.9461
```

No. 10
DFT (the ωB97M-V functional and the def2-TZVPD basis) results for a molecular structure, C33H30BCoGeNO7.

Results
Expectation value of S²   8.775
Multiplicity   6
Lowest unoccupied orbital energy (alpha / beta)   -0.3217 / -0.4554 eV
Relative energy (zero: lowest compared OMol25 entry of this formula, charge and spin)   0.0 kJ/mol
Orbital gap (alpha / beta)   0.21541 / 0.27242 Ha
E_tot   -5341.51913 Ha

XYZ file:
```
74
C33H30BCoGeNO7, DFT the ωB97M-V functional and the def2-TZVPD basis
Co 1.7147 -0.2213 0.4500
O 5.5996 -1.0413 1.6590
C 4.4368 -0.5591 1.1874
O 3.4665 -1.3267 0.9904
C 4.3639 0.8296 0.9108
C 5.3923 1.7917 1.0359
C 5.1646 3.0744 0.6362
C 3.8954 3.4231 0.0721
C 2.9384 2.4507 -0.0040
N 3.1295 1.1990 0.4285
C 1.5955 2.5981 -0.6545
O 1.2439 3.7669 -1.1742
O 0.8341 1.6553 -0.7426
H 5.4675 -1.9901 1.7986
H 6.3499 1.4908 1.4384
H 5.9370 3.8244 0.7277
H 3.7249 4.4330 -0.2775
H 1.9382 4.4240 -1.0386
C -2.1117 3.7943 -0.1929
Ge -1.8996 1.9188 -0.7667
C -3.5847 1.0961 -0.1401
C -4.7829 1.4252 -0.7782
C -5.9987 0.9590 -0.2972
C -6.0342 0.1398 0.8239
C -4.8515 -0.2089 1.4584
C -3.6377 0.2736 0.9826
C -1.9075 1.9454 -2.7328
C -2.5330 2.9861 -3.3717
C -2.5944 3.0612 -4.7836
C -2.0156 2.0920 -5.5464
C -1.3439 1.0034 -4.9358
C -0.7334 -0.0173 -5.7087
C -0.1200 -1.0786 -5.1105
C -0.0657 -1.1587 -3.7004
C -0.6186 -0.1729 -2.9362
C -1.2908 0.9294 -3.5237
H -3.1535 4.0821 -0.3512
H -1.4580 4.4690 -0.7440
H -1.8994 3.8790 0.8731
H -4.7718 2.0520 -1.6643
H -6.9202 1.2320 -0.7970
H -6.9818 -0.2224 1.2023
H -4.8721 -0.8623 2.3223
H -2.7184 0.0052 1.4924
H -3.0001 3.7762 -2.7942
H -3.1104 3.8898 -5.2526
H -2.0589 2.1390 -6.6284
H -0.7567 0.0670 -6.7891
H 0.3372 -1.8539 -5.7117
H 0.4257 -2.0019 -3.2299
H -0.5318 -0.2006 -1.8570
O 1.0364 -3.4387 1.8511
B 0.8697 -2.1952 2.4928
O 1.2616 -2.2931 3.8410
C 1.6677 -3.5902 4.0099
C 2.1288 -4.2009 5.1511
C 2.4681 -5.5523 5.0499
C 2.3428 -6.2401 3.8502
C 1.8689 -5.6075 2.6978
C 1.5356 -4.2796 2.8130
H 2.2184 -3.6578 6.0820
H 2.8338 -6.0726 5.9253
H 2.6166 -7.2858 3.8035
H 1.7665 -6.1312 1.7570
C -0.9469 -2.0457 0.1508
O -0.2995 -0.8598 0.6200
C 0.4184 -0.8979 1.8825
C 0.0605 0.2893 2.7456
H -1.6314 -2.4130 0.9177
H -0.2272 -2.8268 -0.0907
H -1.5139 -1.7665 -0.7341
H -0.9074 0.1817 3.2501
H 0.0145 1.2145 2.1596
H 0.8195 0.4088 3.5195
```